No. 1
DFT (ωB97M-V/def2-TZVPD) results for a molecular structure, C57H49N7O4PRu at a distorted geometry.

The highest occupied orbital energy (spin up / spin down) is -7.495 / -7.492 eV. The multiplicity is 6. As for the LUMO energy (spin up / spin down): 0.2 / -1.4 eV. The value obtained for the energy above the lowest of the compared OMol25 structures with the same formula, charge and spin is 0.0 kcal per mole. The calculation puts the gap between HOMO and LUMO (spin up / spin down) at 7.68 / 6.13 eV. The calculation puts the maximum force at 1.5 eV/A.

Each line ends with the Mulliken spin population.
Geometry (Å):
Ru1 0.73685 0.20342 -0.22029  3.945
C1 -1.83474 4.75160 2.87129  0.002
C2 -1.39152 3.28633 2.99010  0.000
C3 0.09555 3.14897 3.23463  0.018
C4 0.55347 3.34046 4.53446  -0.005
C5 1.89844 3.27774 4.84901  0.008
C6 2.81791 3.07897 3.83252  -0.006
C7 2.40732 2.87727 2.52352  -0.025
C8 3.45052 2.85488 1.43880  0.005
C9 3.85379 4.28005 1.04963  0.002
C10 1.02968 2.83438 2.22329  0.020
N1 0.60678 2.45106 0.93384  0.028
C11 -0.18220 3.22130 0.24853  0.046
C12 -0.68440 2.86383 -1.00727  0.031
C13 -1.58961 3.55259 -1.83609  0.021
C14 -1.76986 2.75439 -2.95461  0.006
C15 -0.95919 1.62131 -2.76671  0.037
N2 -0.30424 1.69286 -1.60879  0.021
H1 -2.91214 4.80008 2.70732  0.000
H2 -1.33901 5.26732 2.04973  -0.001
H3 -1.59896 5.29417 3.78763  0.000
H4 -1.69567 2.72475 2.10490  -0.002
H5 -1.93390 2.86734 3.84034  0.001
H6 -0.16891 3.55706 5.31476  0.000
H7 2.22826 3.42411 5.86987  0.000
H8 3.87856 3.10263 4.05797  0.000
H9 3.07852 2.32609 0.56443  0.001
H10 4.33792 2.33320 1.80016  0.000
H11 2.98768 4.85806 0.72528  0.000
H12 4.57748 4.26092 0.23358  0.000
H13 4.31054 4.78937 1.90021  0.000
H14 -0.41476 4.22322 0.60510  0.007
H15 -2.04923 4.50120 -1.60277  0.001
H16 -2.40066 2.94809 -3.80740  0.001
H17 -0.82494 0.78368 -3.43792  0.004
O1 2.97746 -2.55143 -2.71255  0.023
C16 2.50853 -1.58022 -2.14154  -0.007
O2 1.85419 -1.54885 -1.05226  0.158
C17 2.81848 -0.20292 -2.76459  0.007
C18 3.54949 -0.19171 -3.97264  0.004
C19 3.92849 1.00020 -4.50530  -0.001
C20 3.56784 2.19615 -3.84382  0.000
C21 3.94788 3.46834 -4.32330  0.001
C22 3.59076 4.60170 -3.65007  0.000
C23 2.82566 4.50513 -2.47305  0.001
C24 2.44763 3.28602 -1.98470  -0.012
C25 2.81258 2.09682 -2.64645  0.008
N3 2.46377 0.88254 -2.12247  0.056
H18 3.79699 -1.14449 -4.41579  0.001
H19 4.51350 1.05225 -5.41607  0.000
H20 4.53531 3.52646 -5.23204  0.000
H21 3.88658 5.57570 -4.01764  0.000
H22 2.54433 5.41029 -1.94951  0.000
H23 1.86368 3.20163 -1.08437  0.029
N4 1.22357 -0.46006 3.09498  -0.008
P1 -0.06552 -0.88795 2.04161  0.237
C26 0.19325 -2.67995 1.78851  -0.010
C27 -0.74862 -3.36117 1.01655  -0.012
C28 -0.58982 -4.70644 0.73564  -0.002
C29 0.50189 -5.39132 1.24922  0.003
C30 1.41713 -4.73122 2.05428  -0.002
C31 1.26914 -3.37888 2.32281  0.004
C32 -1.36622 -0.91242 3.33169  0.075
C33 -1.58417 0.28052 4.01767  -0.016
C34 -2.50565 0.34362 5.04798  -0.006
C35 -3.22185 -0.79155 5.40009  0.009
C36 -3.00771 -1.98180 4.72106  -0.004
C37 -2.08643 -2.04796 3.68624  0.008
C38 2.51244 -0.45954 2.63652  -0.011
C39 3.60319 -0.52017 3.51541  0.010
C40 4.86039 -0.70033 2.98688  -0.003
C41 5.01465 -0.80110 1.60494  0.008
C42 3.89819 -0.64328 0.81425  0.031
N5 2.67261 -0.45906 1.31222  0.056
H24 1.06900 -0.35998 4.08492  0.003
H25 -1.62058 -2.83546 0.65458  0.016
H26 -1.31244 -5.21241 0.10775  0.001
H27 0.63502 -6.44246 1.02891  0.000
H28 2.25548 -5.27349 2.47290  0.000
H29 1.99515 -2.88162 2.95253  0.002
H30 -1.00904 1.14854 3.73199  0.029
H31 -2.66989 1.27286 5.57968  0.000
H32 -3.94741 -0.74575 6.20194  0.001
H33 -3.56138 -2.86556 5.01079  0.000
H34 -1.92715 -2.98551 3.17187  0.003
H35 3.43682 -0.45906 4.58292  0.000
H36 5.72116 -0.76984 3.63947  0.000
H37 5.98160 -0.98113 1.15880  0.001
H38 3.97397 -0.65462 -0.26425  0.007
O3 -2.05301 0.32237 0.14602  0.051
C43 -2.01551 -0.50766 -0.76506  -0.097
N6 -3.07645 -0.95189 -1.49016  0.009
C44 -2.71786 -2.09045 -2.30627  0.020
C45 -1.16472 -2.13580 -2.04191  0.060
O4 -0.41984 -2.94854 -2.53596  0.010
N7 -0.87629 -1.16645 -1.13788  0.091
C46 -3.11577 -1.92917 -3.77453  -0.006
C47 -2.27291 -2.27764 -4.82604  -0.001
C48 -2.72871 -2.22922 -6.13688  0.000
C49 -4.02551 -1.82968 -6.41651  0.000
C50 -4.86467 -1.46592 -5.37424  0.000
C51 -4.41481 -1.52010 -4.06537  0.001
C52 -3.32464 -3.40115 -1.79142  0.002
C53 -2.94335 -4.60913 -2.37383  0.002
C54 -3.50789 -5.80039 -1.94845  0.000
C55 -4.46650 -5.80354 -0.94408  0.001
C56 -4.84241 -4.60807 -0.35505  -0.001
C57 -4.27099 -3.41245 -0.77276  0.000
H39 -3.99065 -0.54290 -1.43050  -0.004
H40 -1.26293 -2.60002 -4.62335  0.001
H41 -2.06100 -2.51488 -6.93981  0.000
H42 -4.38258 -1.80795 -7.43816  0.000
H43 -5.87954 -1.15050 -5.58176  0.000
H44 -5.09531 -1.25986 -3.26167  0.000
H45 -2.19190 -4.60865 -3.15143  0.000
H46 -3.20025 -6.73163 -2.40721  0.000
H47 -4.91961 -6.73424 -0.62704  0.000
H48 -5.58685 -4.59666 0.43123  0.000
H49 -4.56685 -2.48858 -0.29415  0.000



No. 2
DFT (ωB97M-V/def2-TZVPD) results for a molecular structure, C34H53MgN2O2P2 at a distorted geometry.

The highest occupied orbital energy is -8.225 eV. As for the LUMO energy: -2.9 eV. Its net charge is +1. The calculation puts the gap between HOMO and LUMO at 5.36 eV. The calculation puts the maximum force at 5.9 eV/A.

Each line ends with the Löwdin charge.
Geometry (Å):
C1 2.48826 -1.19727 0.41988  -0.331
C2 2.11695 0.82946 -0.77171  -0.386
C3 3.84100 -1.18389 0.07394  -0.071
C4 3.40545 0.69486 -1.33361  -0.066
C5 4.29208 -0.23252 -0.82861  -0.067
H1 4.50234 -1.94930 0.48928  0.113
H2 3.69751 1.47823 -2.02751  0.117
H3 5.34100 -0.20530 -1.14244  0.116
N1 1.64608 -0.18323 0.06506  0.029
P1 0.15563 -2.64306 1.07521  1.096
P2 0.01949 2.54652 -0.13574  1.080
C6 1.99076 -2.42394 1.22895  -0.254
H4 2.50645 -3.34966 0.89411  0.085
H5 2.26030 -2.31979 2.29930  0.087
C7 -3.59195 -0.93294 0.53009  0.041
O1 -4.44536 -0.41185 -0.03352  0.072
C8 1.53248 2.13613 -1.00129  -0.361
H6 1.43995 2.33705 -2.09956  0.055
C9 -1.36689 3.46398 -1.22309  -0.643
C10 1.16898 3.78388 0.71491  -0.687
C11 0.02102 -3.81021 -0.41776  -0.669
C12 -0.33006 -3.45540 2.72324  -0.682
C13 -2.68534 2.66124 -1.15730  -0.119
H7 -3.01514 2.52438 -0.11714  0.072
H8 -3.47105 3.23036 -1.68913  0.094
H9 -2.59952 1.67595 -1.62535  0.040
C14 -1.66059 4.85584 -0.64648  -0.101
H10 -2.02072 4.78502 0.38861  0.077
H11 -0.79014 5.52172 -0.68985  0.066
H12 -2.46550 5.32123 -1.24101  0.092
C15 -0.89537 3.56257 -2.67469  -0.094
H13 -1.66996 4.09786 -3.25309  0.095
H14 0.03411 4.14045 -2.77512  0.075
H15 -0.75481 2.56813 -3.12571  0.055
C16 0.41417 4.44594 1.85660  -0.112
H16 -0.12173 3.69111 2.45216  0.051
H17 1.15186 4.93781 2.50257  0.085
H18 -0.29895 5.19080 1.50374  0.055
C17 2.34123 2.97832 1.32481  -0.099
H19 1.98786 2.13913 1.94654  0.081
H20 3.01052 2.57223 0.55093  0.069
H21 2.94194 3.65982 1.93870  0.089
C18 1.70687 4.76709 -0.35169  -0.083
H22 1.57983 4.43573 -1.39397  0.053
H23 1.24906 5.75568 -0.24975  0.074
H24 2.79100 4.87914 -0.21313  0.089
C19 -1.86230 -3.64012 2.71606  -0.090
H25 -2.18799 -3.87265 3.74091  0.092
H26 -2.39664 -2.73113 2.39136  0.047
H27 -2.17884 -4.47537 2.07130  0.073
C20 0.08665 -2.51506 3.85557  -0.090
H28 1.17449 -2.48865 3.97149  0.079
H29 -0.27487 -1.49511 3.70324  0.050
H30 -0.33755 -2.88683 4.79586  0.097
C21 0.36484 -4.81186 2.92966  -0.084
H31 0.22272 -5.09963 3.98282  0.095
H32 -0.07477 -5.61216 2.32113  0.065
H33 1.44836 -4.76290 2.74215  0.086
C22 0.72737 -3.14680 -1.62305  -0.074
H34 0.62403 -3.82189 -2.49059  0.100
H35 0.27118 -2.19002 -1.89594  0.039
H36 1.80232 -2.98332 -1.44355  0.089
C23 -1.47105 -3.96400 -0.74676  -0.091
H37 -1.94785 -2.99257 -0.92760  0.053
H38 -1.56132 -4.56380 -1.66319  0.095
H39 -2.01753 -4.48212 0.04554  0.064
C24 0.67419 -5.17561 -0.19655  -0.085
H40 1.70850 -5.10163 0.15852  0.079
H41 0.09734 -5.80589 0.48336  0.064
H42 0.69568 -5.69476 -1.16680  0.096
Mg1 -0.39038 -0.10435 0.72361  0.406
N2 -1.18824 -0.27906 -1.17393  0.149
C25 -0.89380 -0.26613 -2.33226  -0.109
C26 -0.42048 0.03118 -3.63841  -0.187
C27 -1.41167 -0.45308 -4.51684  -0.044
C28 0.81925 0.52777 -4.21262  0.020
C29 -1.22085 -0.55293 -5.88422  -0.050
H43 -2.32705 -0.82831 -4.02476  0.130
C30 0.99857 0.44491 -5.61026  -0.048
H44 1.65909 0.93404 -3.64121  0.093
C31 -0.00544 -0.09298 -6.42919  -0.046
H45 -2.05240 -0.99623 -6.43883  0.118
H46 1.92578 0.77100 -6.11300  0.123
H47 0.09409 -0.18543 -7.51630  0.117
C32 -0.99833 1.57365 4.54467  0.015
C33 -1.57533 0.68712 3.50150  -0.405
C34 -2.89248 0.06198 3.76960  0.007
O2 -0.93011 0.49521 2.43121  -0.102
H48 -1.61421 1.54074 5.45373  0.097
H49 -0.96500 2.61832 4.18340  0.099
H50 0.03312 1.26685 4.79346  0.116
H51 -3.33178 -0.42679 2.89107  0.040
H52 -2.77773 -0.66756 4.59057  0.119
H53 -3.57272 0.84475 4.13367  0.113



Question: Number 1 is which compound?
Answer: C57H49N7O4PRu